Here is H3NO2S as an isolated structure at a distorted geometry from the Open Molecules 2025 dataset. Energies are from ωB97M-V/def2-TZVPD.

Structure (XYZ):
```
7
Properties=species:S:1:pos:R:3:forces:R:3:mulliken_charge:R:1
N -0.2904 -1.2415 0.7481 0.447 -3.615 -3.151 -0.1734
O 2.3549 -0.7542 0.7952 0.991 0.426 0.608 -0.4605
O -0.2762 -0.2210 0.0261 1.468 2.751 -2.178 -0.3279
S 1.8406 0.0380 -0.5559 -1.383 0.078 0.854 0.0836
H -0.2027 -1.1154 1.6776 0.720 0.543 3.935 0.2313
H 0.2915 -2.0047 0.3245 -1.086 0.337 0.897 0.2988
H 2.9172 -0.1848 1.3927 -1.158 -0.520 -0.964 0.3481
```
Positions in Å, forces in eV/Å.

Values from the calculation:
LUMO energy (spin up / spin down): -0.62 / -0.62 eV
energy relative to the best compared isomer or geometry (same formula, charge and spin): 95.5 kcal/mol
multiplicity: 1